Entry 1:
The following is a quantum chemistry calculation of a structure of composition C3H4FN3S at a distorted geometry, from the OMol25 dataset.

Kohn-Sham gap: 9.297 eV
LUMO: -0.49 eV
Energy above the lowest of the compared OMol25 structures with the same formula, charge and spin: 404.9 kJ/mol

Geometry as XYZ:
```
12
Properties=species:S:1:pos:R:3:forces:R:3:lowdin_charge:R:1
C -1.205 -1.080 -0.363 2.494 -3.265 0.910 -0.14
C -0.071 -0.303 -0.051 -0.067 -3.603 0.138 -0.30
C 1.332 -0.849 0.364 0.536 2.874 -2.004 -0.09
H -0.503 3.289 0.472 2.866 -2.281 -1.722 0.07
H -1.093 -2.350 -0.517 -1.023 4.228 0.576 0.18
H 1.742 -0.243 1.165 -0.420 -0.207 0.710 0.10
H 1.662 -1.882 0.457 -1.533 -0.267 0.305 0.12
N -0.550 0.957 -0.032 1.510 -0.656 0.102 -0.54
N -1.876 0.975 -0.215 -0.183 -0.586 -0.079 -0.01
N -2.270 -0.284 -0.318 -0.415 0.904 -0.855 -0.01
F 2.215 -0.436 -0.695 -0.034 -0.032 -0.184 -0.14
S 0.616 2.207 -0.266 -3.729 2.891 2.103 0.77
```
Forces are in eV/Å.

Entry 2:
The following is a quantum chemistry calculation of a cluster of 8 separate species, C24H50ClIN7O18S in total at a distorted geometry, from the OMol25 dataset.

Kohn-Sham gap: 2.952 eV
Net charge: -1
LUMO: 0.88 eV

Geometry as XYZ:
```
102
Properties=species:S:1:pos:R:3:forces:R:3:lowdin_charge:R:1
C 3.818 0.279 -0.300 0.913 3.790 -2.050 0.06
C 3.629 -0.845 0.212 -0.181 -4.363 1.593 -0.11
C 2.771 -0.981 1.374 1.196 -4.092 -4.911 -0.64
O 2.752 -0.243 2.214 -0.057 6.407 7.578 0.22
O 1.994 -2.042 1.383 -1.452 -1.804 -0.317 0.02
C 1.200 -2.173 0.188 -0.133 -0.493 0.341 -0.17
C -0.139 -2.735 0.540 0.106 0.121 0.045 -0.17
C -1.215 -1.701 0.765 0.338 -0.629 -0.063 -0.20
C -0.854 -0.610 1.717 -0.665 0.480 0.187 -0.18
C -1.734 0.623 1.627 0.538 -0.668 -0.623 -0.21
C -1.702 1.352 0.311 -0.660 0.398 0.855 -0.21
C -2.703 2.531 0.340 2.103 -0.569 -1.862 -0.32
C -3.812 2.238 -0.624 -0.690 -0.200 1.335 -0.30
C -4.949 1.355 -0.123 0.620 0.205 -0.640 -0.23
C -4.698 -0.135 -0.177 -0.767 0.466 0.949 -0.21
C -5.687 -0.903 0.681 1.090 0.984 -0.272 -0.25
S -5.353 -1.081 2.415 -0.411 0.912 -1.494 0.26
O -4.157 -1.745 2.641 3.659 -0.730 0.198 -0.30
O -6.464 -1.735 2.923 -3.765 -1.130 1.604 -0.34
Cl -5.281 0.746 3.291 0.081 0.106 -0.185 0.44
C -1.959 3.737 -0.046 -2.306 -0.741 2.663 -0.66
I -1.898 4.234 -2.254 0.375 0.583 -1.270 0.58
C -2.471 4.948 0.710 1.461 -0.443 -0.739 -0.35
C -2.075 4.777 2.155 -0.214 0.562 0.033 -0.11
H 3.627 1.136 0.273 -0.930 1.357 0.174 0.08
H 4.161 0.337 -1.294 1.036 0.521 -0.849 0.05
H 4.100 -1.717 -0.141 -0.211 -1.259 -1.037 0.09
H 1.035 -1.226 -0.270 0.137 1.021 -0.334 0.13
H 1.696 -2.791 -0.530 0.615 -0.522 -0.396 0.12
H -0.400 -3.382 -0.266 -0.536 -0.616 -0.682 0.11
H -0.040 -3.364 1.396 0.207 -0.563 0.782 0.10
H -2.054 -2.225 1.161 -0.957 -0.329 0.240 0.09
H -1.509 -1.335 -0.193 -0.199 0.569 -0.793 0.10
H -0.946 -0.997 2.711 0.109 -0.380 0.852 0.11
H 0.158 -0.292 1.623 0.948 0.244 -0.238 0.09
H -1.436 1.283 2.405 0.189 0.820 0.734 0.10
H -2.752 0.391 1.808 -1.038 -0.434 0.481 0.05
H -1.967 0.681 -0.487 -0.027 -0.591 -0.670 0.08
H -0.682 1.658 0.132 0.508 0.331 -0.248 0.10
H -4.269 3.161 -0.880 -0.444 0.936 -0.430 0.04
H -3.411 1.821 -1.541 0.201 -0.255 -0.657 0.07
H -5.246 1.720 0.836 -0.076 0.039 0.773 0.05
H -5.779 1.531 -0.777 -0.843 0.109 -0.448 0.09
H -4.892 -0.441 -1.178 0.052 -0.439 -0.972 0.11
H -3.703 -0.424 0.061 0.874 -0.198 0.277 0.08
H -5.704 -1.911 0.343 -0.066 -1.224 0.182 0.10
H -6.675 -0.518 0.587 -0.871 0.449 0.116 0.10
H -0.941 3.639 0.227 1.270 -0.052 -0.257 0.05
H -1.915 5.777 0.330 -0.121 1.098 -0.429 0.06
H -3.515 5.057 0.591 -1.039 0.319 -0.293 0.07
H -1.647 5.679 2.544 0.121 0.817 0.359 0.05
H -2.904 4.496 2.763 -0.597 -0.356 0.546 0.06
H -1.323 4.038 2.252 0.679 -0.932 0.188 0.05
C 6.671 -2.047 -3.226 -0.002 -0.307 0.347 0.04
N 5.213 -2.142 -2.924 0.045 0.067 -0.048 -0.44
O 4.836 -3.091 -2.263 -0.019 0.028 -0.044 0.06
O 4.493 -1.265 -3.358 0.068 -0.105 0.030 0.05
H 7.183 -2.902 -2.773 -0.545 0.565 -0.288 0.05
H 6.780 -2.057 -4.306 -0.019 0.102 -0.028 0.10
H 7.028 -1.109 -2.809 -0.055 0.085 -0.096 0.10
C -5.214 8.994 1.225 -0.125 -0.005 -0.079 0.04
N -4.389 7.809 0.842 -0.045 0.183 0.085 -0.43
O -4.805 7.115 -0.055 0.080 -0.001 0.020 0.08
O -3.361 7.648 1.472 -0.210 0.156 -0.061 0.06
H -6.092 9.019 0.591 -0.012 -0.070 -0.055 0.09
H -5.488 8.877 2.268 0.091 0.026 0.056 0.09
H -4.603 9.878 1.081 0.073 0.000 0.087 0.09
C 10.601 -4.169 -1.361 0.117 0.079 0.083 0.06
N 9.666 -3.472 -2.287 0.066 -0.142 0.089 -0.42
O 9.965 -2.367 -2.681 -0.044 0.044 -0.038 0.08
O 8.649 -4.068 -2.593 0.591 -0.405 0.062 0.03
H 11.455 -3.528 -1.183 -0.016 0.119 -0.073 0.09
H 10.062 -4.369 -0.441 -0.099 -0.141 -0.058 0.09
H 10.903 -5.094 -1.841 -0.122 -0.093 0.033 0.10
C -8.455 3.377 0.521 -0.127 0.114 0.088 0.05
N -7.583 4.356 -0.192 -0.139 0.036 0.116 -0.44
O -7.996 5.498 -0.311 0.069 -0.178 -0.002 0.05
O -6.528 3.932 -0.592 -0.100 0.271 -0.113 0.09
H -9.362 3.882 0.828 -0.012 0.076 -0.018 0.09
H -8.671 2.570 -0.170 0.108 -0.067 -0.001 0.10
H -7.900 3.013 1.380 0.088 -0.085 -0.059 0.10
C 0.232 -5.712 3.888 -0.056 -0.055 0.143 0.05
N -0.377 -6.823 3.097 0.021 0.106 0.170 -0.45
O -0.808 -7.785 3.705 0.061 0.088 -0.130 0.05
O -0.400 -6.680 1.895 -0.020 -0.120 -0.012 0.06
H 0.184 -5.970 4.937 -0.043 -0.077 0.025 0.09
H 1.259 -5.602 3.557 -0.014 0.075 -0.119 0.10
H -0.339 -4.812 3.680 0.046 0.036 -0.111 0.10
C 2.542 2.883 -4.615 -0.102 0.022 -0.078 0.04
N 2.029 2.795 -3.218 0.050 0.078 -0.021 -0.45
O 0.916 2.362 -3.062 0.103 -0.184 0.130 0.01
O 2.784 3.180 -2.339 -0.054 -0.089 -0.102 0.03
H 1.775 2.516 -5.284 -0.085 -0.015 0.035 0.09
H 2.768 3.926 -4.814 0.078 0.016 0.048 0.09
H 3.436 2.273 -4.672 0.102 0.030 0.050 0.09
C 6.678 -7.659 -1.396 -0.091 0.120 0.059 0.05
N 8.011 -7.296 -0.834 -0.117 -0.029 -0.076 -0.45
O 8.098 -6.247 -0.233 0.133 -0.024 0.053 0.06
O 8.922 -8.080 -1.022 -0.053 0.130 0.013 0.05
H 5.976 -6.871 -1.152 0.037 0.078 0.034 0.10
H 6.795 -7.759 -2.469 0.057 -0.088 -0.019 0.10
H 6.381 -8.601 -0.947 0.067 -0.080 -0.050 0.10
```
Forces are in eV/Å.

Entry 3:
The following is a quantum chemistry calculation of a structure of composition C18H28NO5P2Pd at a distorted geometry, from the OMol25 dataset.

⟨S²⟩: 6.0747
Kohn-Sham gap (spin up / spin down): 7.043 / 6.200 eV
Net charge: +3
LUMO (spin up / spin down): -8.85 / -12.36 eV
2S+1: 5
Energy above the lowest of the compared OMol25 structures with the same formula, charge and spin: 0.0 kJ/mol

Geometry as XYZ:
```
55
Properties=species:S:1:pos:R:3:forces:R:3:lowdin_charge:R:1
Pd 0.490 0.179 0.186 1.042 -0.477 1.771 0.62
P -1.260 1.350 1.116 -1.408 0.001 0.350 0.85
C -1.397 2.655 -0.024 -0.616 0.933 -0.758 -0.14
C -0.389 2.877 -0.977 1.371 0.420 -0.522 -0.29
N 0.646 1.955 -1.014 0.176 0.693 -0.314 -0.03
C 1.733 2.135 -1.768 -0.476 -0.216 0.071 -0.31
C 1.934 3.308 -2.493 0.076 0.438 -0.042 0.04
C 0.915 4.265 -2.525 0.048 -0.158 -0.114 0.01
C -0.263 4.030 -1.829 -0.472 -0.801 0.681 0.05
C 2.703 0.976 -1.887 -0.289 0.060 0.291 -0.23
P 1.850 -0.593 -1.451 0.656 0.072 -2.675 0.83
H -1.126 4.675 -1.883 0.128 0.339 -0.064 0.13
H 2.892 3.446 -3.002 -0.488 0.073 0.032 0.15
H 1.038 5.171 -3.121 -0.101 -0.251 0.202 0.14
H 3.037 0.892 -2.938 0.200 0.072 0.561 0.12
H 3.553 1.074 -1.193 -0.084 0.167 -0.389 0.12
H -4.932 0.523 -2.845 -0.335 -0.046 0.008 0.04
H -2.266 3.305 0.052 0.190 0.170 -0.173 0.11
H -1.768 -1.554 -2.093 -0.874 0.267 -0.395 0.13
O -4.005 0.460 -3.077 0.569 0.253 -0.188 -0.07
H -3.917 1.018 -3.867 -0.094 -0.287 0.277 0.05
H -0.518 -1.034 -1.066 -1.440 -1.276 -0.840 0.05
O -1.188 -1.816 -1.381 1.530 0.671 1.651 0.07
H -1.498 -2.265 -0.394 0.386 0.205 -0.186 0.11
C 1.178 -1.120 -3.053 -0.131 -0.193 -0.261 -0.22
H 1.991 -1.203 -3.782 -0.028 -0.046 0.135 0.08
H 0.679 -2.097 -2.973 0.198 0.363 -0.088 0.06
H 0.476 -0.365 -3.440 0.102 -0.218 0.179 0.07
C 3.169 -1.741 -1.043 -0.096 -0.318 0.645 -0.20
H 2.768 -2.760 -1.033 0.134 0.104 -0.051 0.07
H 3.996 -1.667 -1.764 -0.259 0.058 0.147 0.09
H 3.511 -1.502 -0.031 0.206 -0.122 -0.202 0.06
C -0.841 1.931 2.773 0.780 -0.017 -0.028 -0.18
H -1.713 2.169 3.393 0.008 -0.305 -0.231 0.08
H -0.236 1.115 3.201 -0.266 0.414 0.319 0.06
H -0.232 2.834 2.700 0.134 -0.125 0.035 0.07
C -2.739 0.338 1.323 0.044 -0.050 -0.482 -0.19
H -2.393 -0.666 1.598 -0.268 0.198 0.072 0.04
H -3.402 0.738 2.091 0.020 0.007 -0.063 0.08
H -3.250 0.283 0.360 -0.122 -0.083 0.105 0.06
O -1.467 -5.115 1.898 1.366 1.451 1.933 0.22
C -0.708 -4.601 2.885 -1.289 -0.707 -1.929 -0.16
C -0.560 -5.322 4.075 0.314 -0.817 1.430 0.10
C 0.214 -4.808 5.104 -0.497 -0.860 0.066 0.03
C 0.921 -3.612 4.938 0.355 -0.430 0.914 0.06
C 0.812 -2.894 3.751 -0.873 0.080 -1.722 0.07
C -0.048 -3.352 2.752 0.651 0.811 0.709 -0.03
C -0.330 -2.481 1.608 1.091 1.773 -0.683 -0.45
O 0.470 -1.482 1.498 -1.493 -1.866 0.138 -0.13
O -1.344 -2.748 0.861 0.743 0.138 0.143 0.01
H -1.570 -4.354 1.254 -0.217 -0.482 -0.110 0.12
H -1.079 -6.275 4.159 0.107 0.136 0.080 0.16
H 0.276 -5.358 6.049 0.037 0.226 -0.413 0.15
H 1.565 -3.236 5.734 -0.206 -0.158 -0.156 0.15
H 1.362 -1.967 3.587 -0.240 -0.285 0.131 0.14
```
Forces are in eV/Å.